A 2-piece molecular cluster, C8H11ClOS overall. Source: the OMol25 dataset; level of theory: the ωB97M-V functional and the def2-TZVPD basis.

XYZ file:
```
22
Properties=species:S:1:pos:R:3:forces:R:3:nbo_charge:R:1
C 2.8131 -0.9697 1.2129 0.496 -0.674 -0.671 -0.245
C 1.5239 -0.3151 1.2511 1.723 -2.187 0.639 -0.165
C 3.3895 -1.0602 -0.0337 -2.465 2.186 -0.472 -0.366
C 1.1542 0.1028 0.0247 0.513 0.216 0.285 -0.344
C -1.3935 -1.1036 -1.0884 1.535 0.101 -0.231 -0.627
C -2.4658 1.2693 -0.5757 0.026 0.568 1.515 -0.655
C -0.0260 0.8107 -0.3272 0.030 2.557 -1.012 0.122
C -1.4235 0.2073 -0.2216 0.738 0.501 -2.196 0.159
O -1.6231 -0.2941 1.0078 -0.252 -0.625 3.526 -0.722
S 2.3690 -0.1726 -1.1601 0.489 -0.492 0.287 0.435
Cl 0.1534 2.6552 1.2079 -0.502 -1.666 -1.320 -0.428
H 3.3254 -1.4796 2.0151 -0.318 0.240 0.468 0.229
H 0.9407 -0.3741 2.1587 -0.142 0.580 -0.177 0.241
H 4.2834 -1.3838 -0.5002 0.796 -0.640 0.426 0.242
H -0.3371 -1.4603 -1.0837 -0.644 0.045 0.102 0.219
H -1.5841 -0.9871 -2.1881 -0.685 -0.196 1.238 0.225
H -1.9087 -1.8442 -0.4324 -0.267 0.457 -1.326 0.259
H -3.4579 0.9146 -0.0746 1.614 0.947 -1.334 0.236
H -1.9984 2.1654 -0.0167 -1.550 -0.912 -0.846 0.247
H -2.4902 1.5125 -1.6594 -0.348 -0.307 0.734 0.218
H 0.1623 1.4603 -1.2300 -0.611 -0.660 0.923 0.229
H -1.4066 0.3463 1.7137 -0.175 -0.038 -0.558 0.491
```
Forces are in eV/Å.

HOMO energy   -9.22 eV
Total energy   -1244.971558 Ha
Net charge   0
HOMO-LUMO gap   8.15 eV
ΔE to the lowest compared entry with this formula, charge and spin   45.3 kJ/mol